1.
ORCA calculation (ωB97M-V/def2-TZVPD) on a molecular structure, C36H57BFN7OZn in a non-equilibrium geometry.

Structure (XYZ):
```
104
Properties=species:S:1:pos:R:3:forces:R:3
Zn -1.696 -0.880 2.750 2.8 2.0 0.1
C 1.315 2.749 -5.099 0.9 1.5 -1.1
C 0.219 2.055 -4.485 -2.8 -0.2 0.7
C -1.173 2.256 -4.670 0.9 -0.4 0.3
C -1.753 1.317 -3.760 0.1 1.3 -0.6
N -0.860 0.692 -3.068 1.9 0.1 -0.2
N 0.383 1.143 -3.527 -1.0 -1.1 1.4
B 1.635 0.764 -2.679 -0.8 -0.2 0.3
N 1.647 -0.812 -2.462 -0.2 -0.3 -0.7
N 0.491 -1.587 -2.459 1.7 -0.5 0.1
C 0.907 -2.855 -2.337 0.1 1.1 0.1
C 2.314 -2.916 -2.202 -0.6 0.3 -0.6
C 2.748 -1.612 -2.422 -0.3 -0.4 1.1
C 4.220 -1.317 -2.599 -0.4 0.1 -0.7
C -0.065 -4.023 -2.457 1.1 0.8 0.6
C -1.452 -3.535 -2.023 -0.7 -0.5 1.1
C -0.045 -4.486 -3.898 -0.9 0.1 -1.3
C 0.556 -5.105 -1.541 -1.4 0.0 0.4
N 1.671 1.580 -1.322 -1.8 0.9 -0.5
N 0.480 2.278 -0.893 2.5 -0.6 0.7
C 0.820 2.811 0.288 0.9 -0.4 -0.4
C 2.171 2.467 0.640 -0.5 0.6 -0.6
C 2.684 1.798 -0.454 -0.5 -0.5 0.9
C 4.119 1.306 -0.549 -0.7 1.1 0.7
C -0.093 3.753 1.091 1.4 -0.4 -0.9
C -1.397 3.795 0.359 -1.8 -1.0 0.7
C -0.142 3.151 2.500 0.1 0.2 0.3
C 0.582 5.162 1.116 0.9 -1.5 0.0
C -3.199 1.041 -3.528 -0.5 0.0 1.1
C -3.340 -0.157 -2.568 1.1 -0.4 0.0
C -3.888 2.232 -2.806 1.3 0.4 -0.8
C -3.843 0.839 -4.878 -0.5 -0.1 -0.5
H 1.370 2.503 -6.176 0.2 0.1 0.4
H 2.267 2.537 -4.596 -0.3 0.2 -0.3
H 1.041 3.825 -5.023 0.7 -0.4 -0.2
H -1.683 3.045 -5.234 0.4 -0.5 0.0
H 2.609 1.048 -3.288 0.7 0.0 -0.3
H 2.914 -3.774 -1.952 0.2 0.0 -0.3
H 4.542 -2.085 -3.319 0.3 0.3 0.3
H 4.798 -1.394 -1.687 0.0 -0.2 0.3
H 4.463 -0.351 -3.032 -0.3 0.1 -0.1
H -2.059 -3.099 -2.844 0.6 -0.2 0.5
H -1.336 -2.774 -1.213 -0.2 -0.5 -0.7
H -2.048 -4.381 -1.573 0.4 0.6 -0.5
H -0.204 -3.603 -4.596 0.5 -1.0 0.8
H -0.908 -5.158 -4.113 0.5 0.1 0.2
H 0.894 -5.032 -4.108 -0.4 0.4 -0.2
H 0.717 -4.662 -0.558 0.0 -0.1 0.1
H 1.501 -5.496 -1.895 0.2 0.1 -0.3
H -0.140 -5.948 -1.416 0.1 0.0 -0.1
H 2.736 2.695 1.534 -0.1 0.2 0.0
H 4.744 2.022 0.027 -0.3 -0.3 -0.5
H 4.428 1.321 -1.585 0.3 -0.4 -0.1
H 4.227 0.365 -0.011 0.1 -0.4 -0.5
H -1.874 2.768 0.438 0.3 1.2 -0.2
H -1.344 4.049 -0.688 0.5 -0.1 -0.4
H -2.056 4.555 0.790 -0.2 -0.1 0.3
H -0.397 2.090 2.501 -0.2 0.1 -0.1
H -0.821 3.679 3.188 0.1 0.0 -0.2
H 0.869 3.176 2.943 -0.3 0.1 -0.1
H 0.873 5.496 0.102 -0.1 -0.2 0.5
H 1.489 5.023 1.751 -0.5 0.6 -0.5
H -0.082 5.872 1.562 -0.4 0.6 0.4
H -2.755 0.085 -1.638 -0.8 -0.4 -0.7
H -2.873 -1.071 -2.986 -0.1 0.5 0.1
H -4.384 -0.404 -2.363 -0.1 0.3 0.1
H -3.320 2.517 -1.908 -0.1 0.0 -0.4
H -4.875 1.972 -2.508 -1.0 -0.3 0.2
H -3.953 3.072 -3.521 0.1 0.0 0.5
H -3.366 0.074 -5.483 0.3 -0.3 0.1
H -3.778 1.753 -5.479 -0.1 0.0 0.1
H -4.887 0.553 -4.776 -0.3 0.1 0.0
C -4.635 -1.976 1.802 -0.7 -0.1 -0.2
C -3.553 -2.915 2.179 1.9 -0.7 2.0
N -3.727 -4.217 1.728 -0.4 -0.1 1.0
O -2.545 -2.648 2.930 -3.5 -1.3 -2.4
H -5.412 -2.512 1.187 0.8 0.7 0.6
H -4.197 -1.128 1.260 0.1 0.0 -0.1
H -5.070 -1.584 2.734 0.0 0.0 -0.3
H -4.690 -4.560 1.899 0.9 0.4 -0.6
H -3.038 -4.840 2.146 -0.1 0.2 -0.2
F -2.412 0.027 1.196 -0.6 -0.6 0.5
C -0.190 -1.611 5.736 0.1 -0.1 0.4
C 0.854 -1.099 4.672 -1.8 1.4 -0.5
C 1.646 -2.278 4.113 1.0 -0.2 0.6
C 0.129 -0.321 3.549 -2.8 -1.0 0.1
C 1.640 0.088 5.233 0.3 0.3 1.0
C 2.552 0.830 4.437 1.1 -0.4 0.7
C 3.432 1.737 5.044 -1.0 0.5 -0.9
C 3.275 2.135 6.382 1.7 0.5 -0.9
C 2.398 1.444 7.154 -0.8 -0.1 1.7
C 1.529 0.521 6.597 -0.2 -1.4 -0.7
H -0.684 -2.534 5.396 0.0 0.4 -0.4
H -0.979 -0.865 6.028 0.8 -0.4 -0.7
H 0.259 -1.928 6.698 0.3 0.2 -0.3
H 0.940 -3.082 3.881 0.1 0.2 -0.1
H 2.378 -2.676 4.855 -0.2 0.1 -0.3
H 2.193 -2.001 3.191 -0.3 -0.1 0.5
H 0.630 -0.209 2.592 0.8 0.1 0.0
H 2.642 0.631 3.365 -0.1 -0.1 0.4
H 4.177 2.239 4.415 -0.3 -0.1 0.2
H 3.892 2.963 6.762 -0.1 -0.6 0.1
H 2.436 1.544 8.269 -0.5 0.3 -1.0
H 0.767 0.058 7.243 0.7 0.1 -0.3
```
Positions in Å, forces in eV/Å.

Results
- Net charge: -2
- Maximum force: 0.0850 hartree/bohr
- HOMO-LUMO gap (spin up / spin down): 3.0 / 3.0 eV
- DFT total energy: -102546.4099 eV

Results of the Mulliken charge analysis, in e, for atoms 1 through 6: Zn -0.66; C -1.47; C 0.56; C -1.20; C -0.25; N 0.17

***

2.
ORCA calculation (ωB97M-V/def2-TZVPD) on 9 unconnected molecules or ions with the total composition C36H57F3N6O6 in a non-equilibrium geometry.

Structure (XYZ):
```
108
Properties=species:S:1:pos:R:3:forces:R:3
C 18.953 16.163 18.494 0.0 1.9 -0.3
C 18.085 14.998 18.247 0.0 -0.5 1.2
O 16.894 14.941 18.546 0.1 0.2 -0.5
N 18.793 13.964 17.796 -0.1 -2.0 -1.2
C 18.048 12.716 17.355 1.7 1.6 0.8
H 19.676 16.255 17.671 0.0 0.0 0.4
H 19.483 16.126 19.465 -0.4 0.0 -0.5
H 18.290 17.037 18.416 0.5 0.0 0.4
H 19.807 14.105 17.621 -1.5 -0.4 0.0
H 18.035 12.009 18.155 -0.3 -0.4 0.7
H 18.627 12.279 16.574 0.1 -0.3 -0.8
H 17.055 13.010 17.065 -0.3 0.0 -0.2
C 9.623 21.296 11.972 1.4 -0.5 -0.3
C 9.735 20.858 13.432 -1.7 1.3 0.6
O 10.096 19.746 13.724 0.8 -1.4 0.1
N 9.215 21.679 14.417 1.0 -0.7 -1.8
C 9.146 23.109 14.296 0.2 0.0 1.1
H 9.328 22.327 11.835 -0.1 0.2 0.0
H 8.917 20.624 11.460 0.2 0.2 0.3
H 10.627 21.136 11.474 -1.1 0.2 0.6
H 9.195 21.287 15.344 0.2 0.0 0.3
H 10.079 23.586 13.957 -0.3 -0.2 -0.3
H 9.021 23.433 15.332 -0.3 0.4 -0.2
H 8.282 23.363 13.702 -0.2 0.6 -0.2
C 8.660 16.764 15.733 -1.2 -2.1 0.4
C 9.804 15.892 15.264 -0.5 0.6 -1.4
O 10.689 16.337 14.536 0.0 -0.5 0.9
N 9.667 14.574 15.568 1.8 0.5 -0.2
C 10.773 13.644 15.436 -0.9 -1.0 0.4
H 7.726 16.570 15.136 1.0 0.3 0.3
H 8.926 17.778 15.739 0.2 1.2 -0.3
H 8.421 16.440 16.758 -0.1 0.3 -0.1
H 8.856 14.281 16.037 -0.9 -0.3 0.7
H 10.357 12.691 15.146 -0.2 -0.5 -0.1
H 11.349 13.425 16.347 -0.1 0.6 -0.1
H 11.389 13.926 14.624 0.8 0.6 -0.6
C 10.335 19.231 17.391 -2.1 -0.4 -0.5
C 10.307 20.718 17.635 1.3 0.5 -0.2
O 9.379 21.466 17.276 1.3 -0.8 1.0
N 11.510 21.174 18.204 -2.2 -0.1 -0.5
C 11.620 22.608 18.479 -0.5 -0.7 0.5
H 9.328 18.716 17.619 1.7 1.0 -0.2
H 11.171 18.767 17.829 0.6 -0.6 1.3
H 10.594 19.043 16.352 -0.5 0.3 -0.6
H 12.322 20.542 18.183 -0.7 0.5 0.2
H 12.584 22.787 18.907 0.6 0.2 0.2
H 10.848 22.991 19.194 0.5 -0.6 -0.6
H 11.524 23.139 17.558 -0.1 0.7 -0.6
C 13.147 16.448 17.268 0.2 -0.6 0.3
C 13.898 17.632 17.766 1.0 0.3 -1.3
O 13.359 18.726 17.810 0.1 0.6 0.4
N 15.262 17.458 17.891 -2.0 1.9 -0.4
C 16.108 18.626 18.053 0.0 0.4 -0.8
H 13.666 15.572 17.634 -0.3 -0.6 0.1
H 13.188 16.400 16.175 0.0 0.3 0.1
H 12.107 16.490 17.578 0.0 -0.1 0.1
H 15.591 16.578 18.171 0.7 -1.4 0.2
H 16.538 18.566 19.059 0.1 0.7 -0.2
H 15.521 19.568 17.813 0.6 -1.3 0.9
H 16.903 18.617 17.274 -0.2 -0.2 0.6
C 9.723 13.866 11.900 0.1 -1.6 -0.3
C 10.847 13.538 10.919 0.5 1.0 0.2
O 11.575 12.542 10.969 -1.0 1.1 -0.2
N 10.986 14.563 10.018 -0.6 0.2 0.1
C 11.890 14.506 8.917 1.1 0.9 0.3
H 9.860 13.165 12.744 -0.6 0.4 -0.4
H 8.783 13.733 11.324 0.3 -0.2 0.7
H 9.732 14.887 12.239 0.3 0.4 0.2
H 10.369 15.393 10.031 0.6 -1.2 0.4
H 12.702 15.268 9.016 -0.6 -0.3 -0.2
H 11.384 14.643 7.974 -0.1 0.0 -0.4
H 12.383 13.563 8.966 0.3 -0.9 -0.2
F 16.966 19.850 14.518 0.7 0.0 0.0
C 15.898 19.216 14.043 -3.8 -0.3 -0.5
C 16.001 18.118 13.206 1.5 -1.6 -0.9
C 14.915 17.319 12.781 -1.8 1.6 1.2
C 13.605 17.735 13.200 2.5 0.0 -0.3
C 13.468 18.914 13.902 1.3 0.7 0.5
C 14.586 19.682 14.342 0.5 -1.5 -0.8
H 17.025 17.824 12.885 -0.7 0.2 0.3
H 14.934 16.430 12.149 0.7 0.3 0.2
H 12.737 17.162 12.999 -0.6 -0.5 -0.3
H 12.468 19.228 14.117 -0.4 0.4 0.3
H 14.437 20.591 14.883 -0.1 0.4 0.4
F 7.539 16.551 12.009 0.1 0.0 -0.5
C 8.512 16.923 11.132 0.6 0.3 0.8
C 9.634 17.566 11.673 -2.5 -1.5 -1.7
C 10.611 17.900 10.785 0.6 0.5 0.5
C 10.500 17.703 9.423 -1.5 -0.9 -0.5
C 9.323 17.071 8.870 2.2 1.1 2.2
C 8.372 16.629 9.792 -1.2 0.7 -1.0
H 9.610 17.757 12.695 0.5 0.4 1.6
H 11.475 18.339 11.258 0.4 0.3 -0.4
H 11.346 18.034 8.865 0.2 0.0 -0.9
H 9.235 16.917 7.821 -0.2 -0.1 -0.5
H 7.408 16.281 9.408 0.4 -0.3 0.4
F 14.159 23.127 14.263 1.4 1.3 0.4
C 15.418 23.746 14.443 -0.8 -1.9 -1.2
C 16.488 22.865 14.521 -0.9 0.5 0.8
C 17.744 23.364 14.750 1.0 -0.9 -0.1
C 17.941 24.713 14.704 0.4 2.6 0.7
C 16.849 25.597 14.575 0.3 -0.9 -0.1
C 15.564 25.112 14.401 -0.8 -0.4 0.8
H 16.334 21.819 14.595 -0.3 -0.5 -0.2
H 18.556 22.652 14.977 -0.4 0.6 -0.3
H 18.907 25.225 14.920 -0.7 -0.9 -0.3
H 16.985 26.648 14.679 0.3 0.6 -0.1
H 14.643 25.689 14.431 0.4 0.3 -0.3
```
Positions in Å, forces in eV/Å.

Results
- SMILES: Fc1ccccc1.Fc1ccccc1.Fc1ccccc1.CNC(C)=O.CNC(C)=O.CNC(C)=O.CNC(C)=O.CNC(C)=O.CNC(C)=O
- Maximum force: 0.0741 hartree/bohr
- HOMO-LUMO gap: 9.4 eV
- DFT total energy: -67635.8058 eV

Results of the Mulliken charge analysis, in e, for atoms 1 through 6: C -0.80; C 0.71; O -0.74; N -0.22; C -0.85; H 0.37

***

Record order is preserved below.
M: 699.10; 726.88 g mol⁻¹
Record order is preserved below.
Energy relative to the best compared isomer or geometry (same formula, charge and spin): 2.55; 0.00 kcal per mole